Entry 1:
Here is a molecular structure, BrMg in a non-equilibrium geometry from OMol25. Energies are from the ωB97M-V functional and the def2-TZVPD basis.

Results
Total charge = +1
Energy above the lowest of the compared OMol25 structures with the same formula, charge and spin = 2.087 eV
Orbital gap = 9.2 eV
HOMO level = -16.60 eV

Element x y z (Å)
Mg 13.478 5.568 -5.320
Br 11.972 4.962 -6.188

***

Entry 2:
Here is BrClO3S in the gas phase in a non-equilibrium geometry from OMol25. Energies are from the ωB97M-V functional and the def2-TZVPD basis.

Results
Energy above the lowest of the compared OMol25 structures with the same formula, charge and spin = 3.322 eV
Orbital gap (alpha / beta) = 6.2 / 6.2 eV
HOMO level (alpha / beta) = -10.86 / -10.83 eV

Element x y z (Å)
O -0.398 -0.991 0.682
O 0.631 -0.191 -1.477
O 1.052 1.129 0.664
S -0.076 -0.010 -0.292
Cl 0.998 0.773 2.229
Br -2.207 -0.709 -1.808

***

Entry 3:
Here is a molecular structure, C21H30N5O8PPdS3 from OMol25. Energies are from the ωB97M-V functional and the def2-TZVPD basis.

Results
Total charge = -2
Energy above the lowest of the compared OMol25 structures with the same formula, charge and spin = 0.000 eV
Orbital gap = 6.7 eV
HOMO level = -2.72 eV

Element x y z (Å)
Pd -0.191 0.463 -0.247
N -1.676 3.234 1.927
C -0.411 3.282 2.441
C -0.038 4.193 3.444
C 1.270 4.182 3.879
C 2.181 3.285 3.324
C 1.709 2.419 2.351
N 0.450 2.411 1.926
H -2.341 3.946 2.160
H -1.799 2.716 1.065
H -0.764 4.885 3.854
H 1.586 4.876 4.649
H 3.214 3.254 3.641
H 2.348 1.681 1.874
O 1.629 0.240 -0.997
O 1.504 -0.476 0.196
C -1.252 5.196 -1.220
C 0.145 4.876 -1.722
C 1.128 4.679 -0.578
O 0.243 3.709 -2.545
P -0.891 2.687 -3.045
S -2.118 3.573 -4.295
S -1.791 1.765 -1.506
O 0.053 1.579 -3.679
C 1.146 1.718 -4.600
C 0.898 2.743 -5.690
C 2.432 1.974 -3.833
H -1.231 6.195 -0.776
H -1.570 4.476 -0.465
H -1.976 5.185 -2.035
H 0.476 5.696 -2.366
H 0.945 3.704 -0.117
H 1.005 5.457 0.179
H 2.159 4.695 -0.938
H 1.200 0.728 -5.057
H 0.865 3.752 -5.276
H -0.046 2.562 -6.204
H 1.720 2.682 -6.408
H 2.446 2.997 -3.454
H 3.287 1.830 -4.501
H 2.511 1.290 -2.988
C -0.248 -3.072 -0.945
O -0.302 -2.073 -1.941
H 0.448 -3.880 -1.202
H -1.247 -3.503 -0.856
H 0.048 -2.656 0.021
H 0.483 -1.508 -1.851
O -5.426 -4.389 7.625
S -4.773 -3.122 7.364
O -3.328 -3.175 7.340
O -5.334 -1.986 8.078
C -5.255 -2.721 5.650
N -6.540 -2.921 5.335
C -6.903 -2.554 4.116
C -6.024 -2.008 3.197
C -4.710 -1.867 3.610
N -4.329 -2.217 4.836
C -3.658 -1.302 2.709
C -2.466 -0.820 3.233
C -1.528 -0.265 2.380
N -1.711 -0.167 1.059
C -2.844 -0.660 0.547
C -3.830 -1.228 1.333
H -7.948 -2.702 3.858
H -6.360 -1.700 2.217
H -2.287 -0.886 4.298
H -0.592 0.133 2.747
H -2.944 -0.591 -0.528
H -4.714 -1.623 0.852

***

Entry 4:
Here is C10H17NO in the gas phase in a non-equilibrium geometry from OMol25. Energies are from the ωB97M-V functional and the def2-TZVPD basis.

Results
Energy above the lowest of the compared OMol25 structures with the same formula, charge and spin = 3.402 eV
Orbital gap = 8.7 eV
HOMO level = -7.83 eV

Element x y z (Å)
C -3.399 0.432 -0.450
C -2.244 1.084 -0.210
C -3.479 -0.838 0.310
C 2.205 -1.145 0.572
C 2.337 0.071 -0.398
C 0.684 -1.159 0.812
C 1.055 0.947 -0.176
C 0.019 -0.174 -0.095
C 1.110 1.938 1.058
C -0.330 -0.744 -1.444
N -1.467 0.399 0.786
O -2.311 -0.745 1.094
H -4.198 0.712 -1.082
H -1.830 1.999 -0.659
H -4.357 -0.945 0.941
H -3.594 -1.706 -0.418
H 2.513 -2.036 0.258
H 2.721 -0.960 1.546
H 3.158 0.724 -0.209
H 2.474 -0.361 -1.376
H 0.392 -2.152 0.598
H 0.442 -0.930 1.841
H 0.739 1.605 -1.151
H 1.388 1.459 2.016
H 0.212 2.478 1.374
H 1.967 2.614 0.913
H 0.569 -1.010 -1.989
H -1.014 -0.176 -2.003
H -0.883 -1.646 -1.402

***

Entry 5:
Here is C5H7N in the gas phase in a non-equilibrium geometry from OMol25. Energies are from the ωB97M-V functional and the def2-TZVPD basis.

Results
Energy above the lowest of the compared OMol25 structures with the same formula, charge and spin = 5.155 eV
Orbital gap (alpha / beta) = 8.0 / 8.0 eV
HOMO level (alpha / beta) = -7.94 / -7.94 eV

Element x y z (Å)
C -1.527 -0.811 0.307
C -0.426 0.060 -0.154
C 1.251 0.729 0.413
C 0.958 -0.418 -0.438
C -0.638 1.279 -0.577
N -0.075 2.203 -0.985
H -1.152 -1.572 0.995
H -2.307 -0.247 0.817
H -1.985 -1.330 -0.536
H 1.272 0.530 1.469
H 2.099 1.328 0.166
H 1.131 -1.409 -0.060
H 1.398 -0.340 -1.416

***

Entry 6:
Here is 2 unconnected molecules or ions with the total composition C5H13N2 in a non-equilibrium geometry from OMol25. Energies are from the ωB97M-V functional and the def2-TZVPD basis.

Results
Total charge = +1
Energy above the lowest of the compared OMol25 structures with the same formula, charge and spin = 6.145 eV
Orbital gap (alpha / beta) = 9.3 / 9.3 eV
HOMO level (alpha / beta) = -13.66 / -13.66 eV

Element x y z (Å)
C 0.689 -1.041 -0.211
C -0.003 0.215 -0.011
C 2.056 -1.055 -0.659
C -2.535 -0.221 0.115
C -1.394 0.739 -0.247
N 1.412 1.872 -0.072
N 0.383 -0.461 1.175
H -0.014 -1.912 -0.255
H 2.584 -1.933 -0.448
H 2.580 -0.225 -0.404
H 1.833 -1.036 -1.683
H -3.579 0.013 -0.001
H -2.412 -0.517 1.223
H -2.327 -1.141 -0.506
H -1.422 1.535 0.593
H -1.501 1.165 -1.255
H 0.961 2.651 0.282
H 1.842 2.019 -1.036
H -0.399 -0.461 1.772
H 1.247 -0.206 1.629

***

Entry 7:
Here is C4H8O2 in the gas phase in a non-equilibrium geometry from OMol25. Energies are from the ωB97M-V functional and the def2-TZVPD basis.

Results
Energy above the lowest of the compared OMol25 structures with the same formula, charge and spin = 4.953 eV
Orbital gap = 9.5 eV
HOMO level = -8.67 eV

Element x y z (Å)
O -0.320 -1.755 0.773
C -0.295 -0.833 -0.316
C -1.251 0.346 -0.254
C -0.070 1.204 0.067
C 1.017 -0.046 -0.325
O 1.953 -0.193 0.669
H -0.338 -1.577 1.698
H -0.433 -1.513 -1.166
H -1.756 0.449 -1.222
H -1.989 0.313 0.551
H 0.548 1.456 -0.964
H -0.075 2.266 0.290
H 1.563 -0.215 -1.265
H 1.448 0.097 1.463

***

Entry 8:
Here is 2 unconnected molecules or ions with the total composition C5H11NO3P in a non-equilibrium geometry from OMol25. Energies are from the ωB97M-V functional and the def2-TZVPD basis.

Results
Total charge = -1
Energy above the lowest of the compared OMol25 structures with the same formula, charge and spin = 1.495 eV
Orbital gap (alpha / beta) = 7.3 / 6.9 eV
HOMO level (alpha / beta) = -3.74 / -3.36 eV

Element x y z (Å)
C -1.954 -0.351 -1.510
C -1.831 -0.541 -0.181
C 0.517 1.438 -0.315
C 0.457 1.572 2.028
C -1.092 0.111 0.858
N -0.039 0.932 0.895
O 2.310 -3.656 -0.356
O 2.799 -1.213 0.489
O 1.386 -1.524 -1.663
P 1.908 -2.004 -0.369
H -2.530 -1.197 -2.059
H -1.307 0.321 -2.017
H -2.418 -1.304 0.224
H -0.186 1.829 -0.936
H 1.199 2.299 -0.168
H 0.976 0.725 -0.903
H 0.800 -2.456 0.462
H 1.506 1.829 2.122
H -0.151 1.482 2.948
H -1.389 -0.188 1.908
H 3.131 -3.691 0.090

***

Entry 9:
Here is 2 unconnected molecules or ions with the total composition C3H9NO in a non-equilibrium geometry from OMol25. Energies are from the ωB97M-V functional and the def2-TZVPD basis.

Results
Energy above the lowest of the compared OMol25 structures with the same formula, charge and spin = 1.341 eV
Orbital gap = 9.1 eV
HOMO level = -8.28 eV

Element x y z (Å)
C -0.311 -0.125 -2.039
C -0.913 0.313 -0.704
C -0.055 0.639 0.257
N -0.330 1.364 1.446
H -0.772 0.400 -2.879
H 0.727 0.191 -2.024
H -0.497 -1.169 -2.302
H -1.980 0.466 -0.670
H 1.017 0.519 0.166
H 0.458 1.335 2.081
H -1.102 0.973 1.962
H 1.180 -1.733 2.330
H 0.958 -1.687 0.861
O 1.620 -1.485 1.516

***

Entry 10:
Here is 6 unconnected molecules or ions with the total composition C21H53F3O5Si in a non-equilibrium geometry from OMol25. Energies are from the ωB97M-V functional and the def2-TZVPD basis.

Results
Orbital gap = 10.5 eV
HOMO level = -9.93 eV

Element x y z (Å)
C -3.325 5.026 -0.115
C -3.903 4.732 -1.502
C -2.805 4.527 -2.550
C -2.212 3.107 -2.541
C -1.592 2.683 -3.902
C -0.234 1.985 -3.762
C -0.285 0.453 -3.710
C -1.385 -0.133 -2.815
C -0.944 -0.401 -1.372
C -0.048 -1.629 -1.259
C 0.435 -1.939 0.160
C -0.617 -1.849 1.272
C 0.091 -1.877 2.636
C 0.285 -0.504 3.285
C 0.699 0.636 2.333
Si 2.540 0.746 2.042
C 2.971 1.107 0.172
F 1.942 0.914 -0.691
F 3.987 0.273 -0.259
F 3.426 2.383 -0.029
H -4.084 4.878 0.652
H -2.510 4.340 0.110
H -2.952 6.045 -0.042
H -4.554 5.552 -1.801
H -4.491 3.817 -1.436
H -2.004 5.248 -2.371
H -3.185 4.732 -3.552
H -3.010 2.417 -2.263
H -1.462 3.046 -1.753
H -1.495 3.582 -4.505
H -2.303 2.005 -4.367
H 0.303 2.370 -2.895
H 0.382 2.260 -4.623
H -0.350 0.028 -4.711
H 0.677 0.117 -3.318
H -2.271 0.497 -2.795
H -1.708 -1.088 -3.236
H -1.852 -0.595 -0.800
H -0.486 0.483 -0.926
H -0.569 -2.486 -1.688
H 0.842 -1.476 -1.876
H 1.282 -1.296 0.395
H 0.829 -2.955 0.181
H -1.277 -0.990 1.177
H -1.256 -2.732 1.218
H 1.044 -2.397 2.524
H -0.497 -2.486 3.323
H 1.065 -0.609 4.046
H -0.606 -0.200 3.832
H 0.177 0.605 1.379
H 0.413 1.585 2.793
H 3.293 -0.449 2.454
H 3.101 1.907 2.771
C -4.537 0.062 0.301
O -3.417 0.781 0.807
H -4.175 -0.578 -0.500
H -4.989 -0.566 1.073
H -5.294 0.740 -0.103
H -3.724 1.351 1.515
C -2.605 -4.765 4.151
O -2.764 -3.679 3.244
H -2.237 -5.613 3.579
H -1.880 -4.526 4.934
H -3.557 -5.039 4.614
H -3.089 -2.926 3.740
C 2.382 4.580 4.349
O 1.655 4.313 3.156
H 1.720 5.126 5.016
H 2.693 3.653 4.841
H 3.265 5.193 4.149
H 2.239 3.831 2.565
C 4.613 -3.570 -0.055
O 3.803 -2.554 0.531
H 4.197 -4.533 0.224
H 4.609 -3.494 -1.145
H 5.643 -3.510 0.309
H 4.165 -1.699 0.280
C 5.233 -6.312 -3.152
O 5.041 -6.413 -1.745
H 4.490 -5.613 -3.530
H 6.229 -5.930 -3.392
H 5.088 -7.277 -3.644
H 5.692 -7.029 -1.403

***

Entry 11:
Here is 7 unconnected molecules or ions with the total composition C52H75F19O17S2 in a non-equilibrium geometry from OMol25. Energies are from the ωB97M-V functional and the def2-TZVPD basis.

Results
Orbital gap = 9.2 eV
HOMO level = -9.20 eV

Element x y z (Å)
C 8.742 -3.026 -0.530
O 8.005 -2.118 0.265
C 8.805 -1.017 0.660
C 7.869 0.053 1.182
C 7.162 0.839 0.074
C 6.391 2.049 0.680
C 4.870 1.790 0.698
C 4.114 3.122 0.697
C 2.624 2.957 0.313
C 1.647 3.757 1.198
C 0.494 4.343 0.329
C -0.833 3.725 0.763
C -2.058 4.411 0.136
C -3.314 3.521 0.213
C -3.559 2.630 -1.028
O -2.636 2.846 -2.120
S -1.230 2.029 -2.011
O -0.267 2.827 -2.696
O -1.515 0.787 -3.051
C -2.433 -0.187 -2.526
C -2.733 -1.127 -3.705
C -1.491 -1.479 -4.481
O -1.435 -1.426 -5.699
F -0.424 -1.902 -3.768
C -3.779 0.380 -2.061
C -3.832 1.136 -0.716
S -2.786 0.456 0.616
C -5.316 1.081 -0.232
C -5.795 -0.306 0.134
C -7.023 -0.235 1.088
C -6.515 0.050 2.472
C -6.063 -0.941 3.293
C -5.565 -0.624 4.513
C -5.510 0.652 4.959
C -5.999 1.652 4.171
C -6.487 1.328 2.943
H 9.112 -2.515 -1.423
H 9.565 -3.450 0.052
H 8.063 -3.818 -0.833
H 9.493 -1.302 1.458
H 9.415 -0.647 -0.172
H 7.094 -0.453 1.763
H 8.382 0.750 1.841
H 6.472 0.197 -0.471
H 7.907 1.183 -0.645
H 6.625 2.969 0.153
H 6.736 2.159 1.708
H 4.663 1.287 1.644
H 4.585 1.166 -0.143
H 4.236 3.605 1.667
H 4.567 3.778 -0.046
H 2.352 1.900 0.334
H 2.546 3.280 -0.721
H 1.203 3.097 1.939
H 2.158 4.577 1.697
H 0.635 4.118 -0.726
H 0.442 5.426 0.435
H -0.917 3.893 1.840
H -0.861 2.645 0.613
H -1.872 4.810 -0.859
H -2.268 5.275 0.766
H -4.155 4.202 0.321
H -3.248 2.977 1.156
H -4.500 2.969 -1.447
H -1.917 -0.795 -1.784
H -3.195 -2.022 -3.292
H -3.397 -0.638 -4.406
H -4.120 1.030 -2.866
H -4.463 -0.466 -2.070
H -2.676 -0.849 0.316
H -5.927 1.434 -1.068
H -5.420 1.816 0.563
H -6.136 -0.870 -0.737
H -5.059 -0.906 0.664
H -7.748 0.509 0.772
H -7.529 -1.200 1.099
H -6.083 -1.973 2.971
H -5.196 -1.407 5.161
H -5.100 0.908 5.923
H -5.992 2.687 4.470
H -6.879 2.098 2.291
C 14.740 1.584 -0.196
C 14.452 0.119 -0.443
O 13.985 -0.533 0.754
C 12.711 -0.339 1.063
O 11.931 0.317 0.440
C 12.381 -1.137 2.339
F 13.317 -0.962 3.278
F 12.323 -2.448 2.068
F 11.212 -0.783 2.870
H 15.444 1.700 0.629
H 15.162 2.043 -1.089
H 13.833 2.124 0.073
H 15.366 -0.400 -0.725
H 13.733 -0.021 -1.249
C -13.175 -2.432 -1.641
C -11.912 -1.600 -1.698
O -11.698 -0.886 -0.464
C -11.185 -1.590 0.533
O -10.890 -2.748 0.505
C -10.963 -0.677 1.747
F -12.031 0.088 1.998
F -9.919 0.134 1.522
F -10.706 -1.379 2.845
H -14.031 -1.807 -1.382
H -13.361 -2.905 -2.605
H -13.100 -3.210 -0.883
H -12.002 -0.840 -2.471
H -11.040 -2.207 -1.935
C 2.018 1.659 -5.073
C 3.242 0.803 -5.325
O 4.459 1.534 -5.065
C 4.802 1.648 -3.792
O 4.207 1.203 -2.856
C 6.128 2.417 -3.672
F 6.140 3.521 -4.428
F 7.164 1.661 -4.064
F 6.337 2.783 -2.413
H 2.070 2.578 -5.659
H 1.113 1.116 -5.346
H 1.943 1.946 -4.025
H 3.290 0.515 -6.373
H 3.223 -0.111 -4.734
C -6.264 -3.470 -4.138
C -7.366 -4.508 -4.137
O -8.661 -3.897 -4.285
C -9.002 -3.545 -5.518
O -8.346 -3.688 -6.504
C -10.417 -2.947 -5.505
F -10.561 -2.056 -4.513
F -11.336 -3.905 -5.322
F -10.698 -2.333 -6.647
H -6.449 -2.719 -3.368
H -5.299 -3.941 -3.950
H -6.213 -2.950 -5.095
H -7.391 -5.026 -3.180
H -7.215 -5.258 -4.912
C 1.001 -0.812 5.059
C 0.371 0.554 4.900
O -0.883 0.655 5.603
C -0.799 0.865 6.908
O 0.204 0.970 7.547
C -2.209 1.027 7.495
F -3.053 0.073 7.076
F -2.729 2.209 7.131
F -2.193 0.988 8.823
H 0.305 -1.590 4.743
H 1.907 -0.883 4.459
H 1.260 -1.012 6.098
H 0.137 0.735 3.852
H 1.042 1.348 5.226
C 4.376 -2.167 -0.165
C 4.788 -3.496 0.434
O 4.646 -3.491 1.868
C 3.422 -3.670 2.336
O 2.430 -3.840 1.690
C 3.457 -3.668 3.872
F 4.183 -2.647 4.345
F 4.003 -4.798 4.338
F 2.233 -3.563 4.384
H 4.938 -1.353 0.295
H 4.561 -2.161 -1.238
H 3.318 -1.970 0.005
H 5.842 -3.681 0.242
H 4.225 -4.325 0.005

***

Entry 12:
Here is 2 unconnected molecules or ions with the total composition C2HF2NO3 in a non-equilibrium geometry from OMol25. Energies are from the ωB97M-V functional and the def2-TZVPD basis.

Results
Energy above the lowest of the compared OMol25 structures with the same formula, charge and spin = 1.929 eV
Orbital gap (alpha / beta) = 8.5 / 8.4 eV
HOMO level (alpha / beta) = -10.06 / -9.68 eV

Element x y z (Å)
C 0.905 -0.290 0.680
C 0.312 -0.886 -0.488
N -1.242 0.986 -0.050
O 0.485 -0.325 1.829
O -2.145 0.789 -0.707
O -0.672 1.877 0.468
F 0.992 -0.593 -1.632
F -0.452 -1.947 -0.601
H 1.818 0.389 0.500